Computed, not measured: a molecular structure, C5H11AlClF3Zn, with ωB97M-V/def2-TZVPD.

XYZ file:
```
22
Properties=species:S:1:pos:R:3:forces:R:3:mulliken_charge:R:1
Al 0.575 -0.693 -1.780 -1.856 1.537 1.592 0.1558
Cl 1.360 -2.698 -1.937 0.478 -1.199 -0.057 -0.4619
C 2.082 0.535 -1.359 0.313 0.027 -0.047 -0.7811
C -0.275 -0.365 -3.569 -0.006 0.037 -0.325 -0.9803
H 2.144 1.355 -2.090 0.102 0.004 0.094 0.2454
H 1.962 0.965 -0.352 0.041 -0.097 -0.314 0.0866
H 3.029 -0.024 -1.383 0.032 0.191 -0.009 0.1956
H 0.463 0.006 -4.294 -0.012 -0.003 -0.093 0.2443
H -1.093 0.371 -3.524 0.132 -0.121 0.035 0.2499
H -0.681 -1.303 -3.975 -0.030 0.111 0.024 0.2228
Zn -0.780 0.110 1.628 0.438 -0.215 -0.300 -0.5247
C -1.759 -0.808 3.101 -0.321 -0.185 0.617 -0.9550
C -0.923 -0.487 -0.251 0.361 -0.517 -1.658 -0.4278
H -2.837 -0.623 2.994 -0.018 -0.159 0.094 0.1631
H -1.578 -1.893 3.049 -0.139 0.095 0.067 0.1726
H -1.434 -0.430 4.077 -0.111 -0.140 0.091 0.2193
H -1.371 -1.513 -0.235 -0.021 0.398 0.154 0.1932
H -1.725 0.142 -0.725 0.404 -0.250 0.055 0.1967
F 0.139 2.821 2.063 0.620 0.651 0.428 -0.2535
C 0.469 1.553 2.505 -1.021 -1.487 -1.202 0.5123
F 1.802 1.360 2.176 0.118 0.744 0.536 -0.2454
F 0.431 1.618 3.880 0.495 0.578 0.218 -0.2278
```
Positions in Å, forces in eV/Å.

Properties
* frontier orbital gap: 5.46 eV
* total charge: -2
* energy above the lowest of the compared OMol25 structures with the same formula, charge and spin: 0.0 kJ/mol
* LUMO: 5.28 eV


Computed, not measured: a gas-phase ion, C5H11BN (charge +1), with ωB97M-V/def2-TZVPD.

XYZ file:
```
18
Properties=species:S:1:pos:R:3:forces:R:3:mulliken_spin:R:1
B -1.985 1.433 0.331 -1.180 0.616 0.726 1.1369
C 0.556 1.403 0.741 2.671 0.624 0.129 -0.1176
C 1.208 0.434 0.046 0.516 1.955 0.864 0.3341
C -0.778 1.618 1.099 0.353 1.095 1.814 0.5359
C 0.602 -1.800 0.425 0.370 -3.612 2.294 0.0243
C -0.608 -0.403 -1.279 -0.242 -0.869 -0.296 0.0867
N 0.705 -0.747 -0.523 -2.740 1.073 -2.206 0.0004
H -2.791 1.277 -0.420 -1.202 -0.268 -1.176 -0.0410
H 1.308 2.183 1.117 -1.134 -1.213 -0.342 0.0115
H 2.252 0.474 -0.121 0.969 0.458 0.193 0.0132
H -0.884 2.243 2.021 0.327 -0.449 -0.558 0.0217
H 1.498 -1.886 1.101 -0.357 0.240 -1.199 -0.0044
H 0.439 -2.852 -0.038 -0.033 2.070 0.645 0.0013
H -0.148 -1.518 1.170 -0.412 -0.298 -0.510 0.0036
H -0.813 -1.306 -1.923 -0.057 1.093 0.583 0.0045
H -1.450 -0.113 -0.571 1.322 -0.977 -0.944 0.0072
H -0.382 0.524 -1.856 -0.163 -0.946 0.188 -0.0252
H 1.270 -0.965 -1.321 0.992 -0.592 -0.207 0.0067
```
Positions in Å, forces in eV/Å.

Properties
* frontier orbital gap (alpha / beta): 6.32 / 9.06 eV
* total charge: +1
* multiplicity: 3
* LUMO (alpha / beta): -3.58 / -6.30 eV


Computed, not measured: a molecular structure, C5H11BiO4, with ωB97M-V/def2-TZVPD.

XYZ file:
```
21
Properties=species:S:1:pos:R:3:forces:R:3:mulliken_charge:R:1
O 1.331 0.808 1.836 0.707 -0.121 0.519 -0.6718
C 0.818 -0.315 2.199 -1.857 -1.545 0.314 0.2142
C -0.279 -0.894 1.589 1.812 -0.492 0.541 -0.7977
O -0.672 -0.311 0.383 -0.462 -0.842 -0.531 -0.3511
C -0.399 -1.063 -0.795 0.107 -0.616 0.030 -0.4555
C -0.098 -0.104 -1.917 -0.367 -0.290 -0.567 -0.5906
O 0.986 0.713 -1.514 -0.005 -0.867 -0.557 -0.3762
C 1.524 1.491 -2.566 0.277 0.390 -0.471 -0.8471
Bi 0.255 1.940 0.430 -0.112 3.538 0.499 0.4485
H 1.199 -0.806 3.111 0.044 0.278 -0.397 0.3645
H -2.016 -0.578 2.860 -3.239 0.690 2.688 0.4426
H -1.266 -1.688 -1.056 0.171 0.152 0.067 0.3192
H 0.467 -1.717 -0.616 -0.118 0.145 -0.047 0.3996
H -0.974 0.529 -2.144 0.208 -0.148 0.029 0.3653
H 0.166 -0.673 -2.822 -0.073 0.089 0.199 0.4221
H 2.210 2.221 -2.121 -0.215 -0.215 -0.045 0.3250
H 2.074 0.848 -3.270 -0.198 0.124 0.198 0.2884
H 0.726 2.028 -3.106 0.208 -0.132 0.143 0.3454
H -0.510 -1.956 1.730 -0.196 0.500 0.068 0.5559
O -2.914 -0.463 3.495 3.005 -0.686 -2.581 -0.7057
H -2.628 -0.009 4.292 0.303 0.047 -0.101 0.3049
```
Positions in Å, forces in eV/Å.

Properties
* frontier orbital gap (alpha / beta): 5.98 / 5.98 eV
* total charge: 0
* energy above the lowest of the compared OMol25 structures with the same formula, charge and spin: 0.0 kJ/mol
* LUMO (alpha / beta): 0.18 / 0.20 eV


Computed, not measured: a single C5H11Br3NOP molecule, with ωB97M-V/def2-TZVPD.

XYZ file:
```
22
Properties=species:S:1:pos:R:3:forces:R:3:mulliken_charge:R:1
C 1.201 0.770 -2.095 1.955 -1.517 -3.850 -0.9969
C -0.236 -0.766 0.895 -1.150 1.207 0.387 -0.6801
C -1.598 -1.090 0.258 -0.659 -0.238 1.302 -0.3397
C 0.512 0.367 0.147 1.237 -1.826 0.897 -0.7622
C -2.336 -2.059 1.171 0.601 -2.685 -0.226 -0.8618
N 1.056 -0.177 -1.107 1.991 -2.826 3.410 -0.1644
O 3.967 -0.979 -1.679 0.777 0.689 -1.495 -0.5527
P 2.912 -1.074 -0.706 -3.319 0.963 0.798 0.7957
Br -4.149 -2.493 0.431 0.900 0.162 0.428 -0.2064
Br 2.370 -3.136 -0.431 -0.358 -0.490 0.159 -0.1311
Br 3.680 -0.452 1.278 -0.353 0.069 -0.128 -0.1651
H 2.230 0.561 -2.416 -0.182 0.094 -1.400 0.3190
H 0.518 0.630 -2.991 0.604 0.361 1.206 0.2529
H 1.391 1.731 -1.804 -0.618 3.003 1.040 0.5023
H 0.273 -1.710 1.032 0.776 0.033 -0.360 0.2476
H -0.423 -0.424 1.923 -0.014 0.103 -0.123 0.4224
H -1.465 -1.672 -0.659 -0.164 0.939 -0.391 0.2919
H -2.273 -0.186 0.252 0.917 -0.766 -0.830 0.2937
H -0.128 1.167 -0.176 -0.576 0.375 0.280 0.5857
H 1.322 0.779 0.834 -0.959 -0.171 -0.884 0.2667
H -1.790 -3.071 1.351 -0.887 1.519 -0.986 0.3734
H -2.471 -1.772 2.182 -0.520 1.001 0.766 0.5092
```
Positions in Å, forces in eV/Å.

Properties
* frontier orbital gap (alpha / beta): 8.81 / 8.81 eV
* total charge: 0
* SMILES string: CN(CCCCBr)P(=O)(Br)Br
* LUMO (alpha / beta): -0.83 / -0.83 eV